(w)
# H6NO

A 2-piece molecular cluster, H6NO overall (ωB97M-V/def2-TZVPD, OMol25).

The molar mass is 36.1 g/mol. Its HOMO-LUMO gap is 11.22 eV. For the HOMO energy, the calculation gives -15.60 eV.

Geometry as ORCA input:
```
! wB97M-V def2-TZVPD RIJCOSX def2/J DEFGRID3
* xyz 1 1
O -0.0640 -0.6804 -1.9678
H 0.2676 -0.3780 -2.8435
H 0.0747 -1.6546 -1.9731
N -0.0555 0.5425 1.3570
H 0.9426 0.3670 1.5815
H -0.6461 0.2665 2.1648
H -0.3263 -0.0147 0.5241
H -0.1930 1.5517 1.1570
*
```

***

(x)
# H6NO

A 2-piece molecular cluster, H6NO overall (ωB97M-V/def2-TZVPD, OMol25).

The molar mass is 36.1 g/mol. Its HOMO-LUMO gap is 12.51 eV. For the HOMO energy, the calculation gives -16.81 eV.

Geometry as ORCA input:
```
! wB97M-V def2-TZVPD RIJCOSX def2/J DEFGRID3
* xyz 1 1
N 0.1277 1.0071 -0.6006
H 0.1679 0.8325 -1.6072
H -0.8034 0.3291 -0.4409
H 0.9142 0.6589 -0.1573
H -0.3241 1.9017 -0.3315
H -0.6303 -1.9611 0.8511
H 0.5571 -1.5164 1.4559
O -0.0091 -1.2518 0.8304
*
```

***

The energy of each structure relative to the most stable one, in kJ/mol, is as follows: (w) 0.0; (x) 73.6.

***

(w)
# C5H12BN

A 2-piece molecular cluster, C5H12BN overall (ωB97M-V/def2-TZVPD, OMol25).

The molar mass is 97.0 g/mol. Its HOMO-LUMO gap (alpha / beta) is 6.64 / 8.76 eV. For the HOMO energy (alpha / beta), the calculation gives -6.15 / -8.09 eV.

Geometry as ORCA input:
```
! wB97M-V def2-TZVPD RIJCOSX def2/J DEFGRID3
* xyz 0 1
B 0.2462 -0.5178 0.2316
C 2.0157 -2.0413 -0.6399
C 1.3663 -1.4932 0.3857
C 1.9317 2.1515 0.0540
C -2.2532 -1.2153 0.2735
C -1.5093 1.1190 -0.1049
N -1.1012 -0.2687 0.1667
H 2.9168 -2.5111 -0.5477
H 1.3706 -2.0972 -1.4915
H 2.0181 -1.5756 1.2519
H 1.4628 2.9998 0.4585
H 1.7674 1.7273 -0.9616
H 2.8712 1.9835 0.6872
H -3.1110 -0.6278 0.6674
H -2.4566 -1.6301 -0.7361
H -1.8843 -1.9634 0.9099
H -2.1313 1.1480 -1.0783
H -2.0844 1.4474 0.7761
H -0.6429 1.6509 -0.2522
*
```

***

(x)
# C5H12BN

A 2-piece molecular cluster, C5H12BN overall (ωB97M-V/def2-TZVPD, OMol25).

The molar mass is 97.0 g/mol. Its HOMO-LUMO gap (alpha / beta) is 9.08 / 7.43 eV. For the HOMO energy (alpha / beta), the calculation gives -8.86 / -7.19 eV.

Geometry as ORCA input:
```
! wB97M-V def2-TZVPD RIJCOSX def2/J DEFGRID3
* xyz 0 1
B 0.4254 0.6192 -0.7537
C 0.7257 1.8065 0.2253
C -0.6583 2.0211 0.8261
C -1.5563 0.7842 0.5417
C 2.8389 -2.6519 -0.1482
C -1.4068 -1.1809 -0.9185
N -0.7355 -0.0030 -0.3984
H 1.4219 1.6202 0.9761
H 1.1029 2.7294 -0.2472
H -0.6819 2.2649 1.9799
H -1.1113 2.8593 0.3422
H -1.7512 0.3020 1.4775
H -2.4609 1.1314 0.1460
H 2.2106 -2.0580 0.6568
H 3.7580 -2.2070 -0.3640
H 2.3601 -3.2966 -0.8550
H -2.1773 -0.9280 -1.5833
H -0.8038 -1.8400 -1.6516
H -1.5001 -1.9728 -0.2515
*
```

***

The energy of each structure relative to the most stable one, in kJ/mol, is as follows: (w) 29.3; (x) 0.0.

***

(w)
# C3H7NO2

One molecule with the formula C3H7NO2 (ωB97M-V/def2-TZVPD, OMol25).

The molar mass is 89.1 g/mol. Its HOMO-LUMO gap is 9.65 eV. For the HOMO energy, the calculation gives -8.89 eV.

Geometry as ORCA input:
```
! wB97M-V def2-TZVPD RIJCOSX def2/J DEFGRID3
* xyz 0 1
N -1.6864 -0.8354 -0.4921
C -0.5149 -0.2362 -0.6946
O 0.1282 -0.5669 -1.7973
C -0.1918 1.0618 0.0264
C 1.1740 0.6208 0.5828
O 1.1858 -0.7357 0.2330
H -2.2378 -0.6264 0.3247
H -1.8650 -1.6999 -0.9835
H -0.9329 1.2788 0.8040
H -0.1914 1.8880 -0.6935
H 2.0102 1.1945 0.1492
H 1.2163 0.7671 1.6731
H 1.0249 -0.7175 -1.2308
*
```

***

(x)
# C3H7NO2

One molecule with the formula C3H7NO2 (ωB97M-V/def2-TZVPD, OMol25).

The molar mass is 89.1 g/mol. As for the structure (SMILES): COC(=O)CN. Its HOMO-LUMO gap is 10.04 eV. For the HOMO energy, the calculation gives -9.14 eV.

Geometry as ORCA input:
```
! wB97M-V def2-TZVPD RIJCOSX def2/J DEFGRID3
* xyz 0 1
C 2.0346 0.4677 0.0776
O 0.9660 -0.3355 0.5937
C -0.0206 -0.5176 -0.2735
O 0.0636 -0.1818 -1.4475
C -1.3610 -0.8501 0.3202
N -1.9589 0.4255 -0.0900
H 2.7863 0.4762 0.8625
H 1.6684 1.4808 -0.1207
H 2.4278 0.0474 -0.8489
H -1.3352 -1.0384 1.4011
H -1.8695 -1.6892 -0.1717
H -1.9885 1.0932 0.6755
H -1.4130 0.6217 -0.9783
*
```

***

The energy of each structure relative to the most stable one, in kJ/mol, is as follows: (w) 77.4; (x) 0.0.

***

(w)
# C3H7NO2

C3H7NO2 as an isolated structure (ωB97M-V/def2-TZVPD, OMol25).

The molar mass is 89.1 g/mol. Its HOMO-LUMO gap is 10.01 eV. For the HOMO energy, the calculation gives -9.10 eV.

Geometry as ORCA input:
```
! wB97M-V def2-TZVPD RIJCOSX def2/J DEFGRID3
* xyz 0 1
O 1.3467 -0.6016 0.9582
C 1.3910 0.2447 -0.1727
C 0.1633 0.1463 -1.0662
O -0.9511 0.9343 -0.5969
C -1.6948 0.5655 0.4453
N -1.5350 -0.5749 1.1108
H 0.7820 -0.1935 1.6284
H 1.5426 1.2964 0.1088
H 2.2634 -0.0724 -0.7542
H 0.3858 0.5730 -2.0478
H -0.1250 -0.9036 -1.2032
H -2.6807 -0.1247 0.8524
H -0.8883 -1.2897 0.7371
*
```

***

(x)
# C3H7NO2

One molecule with the formula C3H7NO2 (ωB97M-V/def2-TZVPD, OMol25).

The molar mass is 89.1 g/mol. As for the structure (SMILES): COCC(N)=O. Its HOMO-LUMO gap is 10.81 eV. For the HOMO energy, the calculation gives -9.93 eV.

Geometry as ORCA input:
```
! wB97M-V def2-TZVPD RIJCOSX def2/J DEFGRID3
* xyz 0 1
C 1.9343 0.8425 -0.1459
O 0.5409 0.7337 0.0489
C 0.1139 -0.5916 -0.1175
C -1.3746 -0.8009 0.0707
N -2.1931 0.2322 0.3659
O -1.8246 -1.9291 -0.0518
H 2.2257 0.5300 -1.1613
H 2.4927 0.2235 0.5743
H 2.2086 1.8897 -0.0033
H 0.6068 -1.2670 0.5989
H 0.3468 -0.9662 -1.1265
H -3.1439 -0.0943 0.4543
H -1.9335 1.1976 0.4933
*
```

***

The energy of each structure relative to the most stable one, in kJ/mol, is as follows: (w) 392.9; (x) 0.0.

***

(w)
# C2H8N4O

C2H8N4O as an isolated structure (ωB97M-V/def2-TZVPD, OMol25).

The molar mass is 104.1 g/mol. Its HOMO-LUMO gap (alpha / beta) is 7.75 / 7.24 eV. For the HOMO energy (alpha / beta), the calculation gives -8.02 / -7.89 eV.

Geometry as ORCA input:
```
! wB97M-V def2-TZVPD RIJCOSX def2/J DEFGRID3
* xyz 0 1
C 0.9907 0.4275 -1.2575
C 1.0532 0.4375 0.2769
O 1.9212 1.1213 0.8748
H 1.1633 -0.9153 0.4895
H 0.7710 1.4328 -1.6292
H 1.9910 0.1585 -1.5924
H 0.2904 -0.2952 -1.6792
N -0.3058 0.5047 0.9074
N -1.5337 0.3734 0.2617
N 0.0810 -1.7699 0.9643
N -0.6230 -2.1628 0.0966
H -0.2920 1.0078 1.7872
H -2.2863 0.6046 0.9011
H -1.5908 0.9463 -0.5762
H -1.6302 -1.8711 0.1749
*
```

***

(x)
# C2H8N4O

A 2-piece molecular cluster, C2H8N4O overall (ωB97M-V/def2-TZVPD, OMol25).

The molar mass is 104.1 g/mol. As for the structure (SMILES): N=C(N)N.NC=O. Its HOMO-LUMO gap is 9.21 eV. For the HOMO energy, the calculation gives -8.67 eV.

Geometry as ORCA input:
```
! wB97M-V def2-TZVPD RIJCOSX def2/J DEFGRID3
* xyz 0 1
N 0.2947 -1.2714 2.3935
C -0.2727 -1.2725 1.2502
N -1.5068 -0.6364 0.9869
N 0.2114 -1.9968 0.1899
H -0.0580 -0.5583 3.0228
H -1.7758 -0.0786 1.7767
H -1.5762 -0.1875 0.0920
H 0.1122 -1.5563 -0.7054
H 1.0338 -2.4936 0.4761
N 0.0631 2.1391 -1.6402
C 1.0875 1.2568 -1.5908
O 1.0094 0.0757 -1.8408
H 0.1910 3.0411 -1.2175
H -0.8655 1.7809 -1.7898
H 2.0520 1.7577 -1.4036
*
```

***

The energy of each structure relative to the most stable one, in kJ/mol, is as follows: (w) 602.6; (x) 0.0.